Computed, not measured: 17 unconnected molecules or ions with the total composition C39H22Cl64F3NOS at a distorted geometry, with ωB97M-V with the def2-TZVPD basis set.

Summary:
E_HOMO (eV): -7.84
ΔE to the lowest compared entry with this formula, charge and spin (kcal per mole): 0.0
LUMO energy (eV): -0.01

```
! wB97M-V def2-TZVPD RIJCOSX def2/J DEFGRID3
* xyz 0 1
C 9.490 -5.153 3.802
C 9.822 -4.622 2.774
C 9.945 -4.030 1.386
C 8.618 -4.068 0.598
C 8.811 -3.682 -0.902
C 7.438 -3.179 -1.426
C 7.398 -1.803 -1.661
C 6.254 -1.151 -2.097
C 5.110 -1.919 -2.275
C 5.104 -3.299 -2.049
C 6.279 -3.995 -1.622
S 3.471 -4.045 -2.325
C 2.413 -2.800 -1.607
C 1.320 -3.134 -0.823
C 0.566 -2.095 -0.273
C -0.633 -2.382 0.632
C -1.594 -3.458 0.066
C -2.922 -2.856 -0.404
F -3.011 -1.533 -0.679
C -4.017 -3.644 -0.528
F -3.954 -4.716 -1.312
F -5.163 -3.462 0.102
C 0.946 -0.773 -0.524
C 2.047 -0.431 -1.326
C 2.350 1.061 -1.487
O 3.726 1.408 -1.322
C 4.164 1.073 -0.016
C 2.796 -1.484 -1.877
N 3.925 -1.255 -2.690
H 9.295 -5.662 4.721
H 10.743 -4.581 0.875
H 10.270 -2.994 1.490
H 7.926 -3.380 1.095
H 8.182 -5.069 0.617
H 9.497 -2.831 -0.936
H 9.130 -4.531 -1.492
H 8.278 -1.185 -1.498
H 6.244 -0.076 -2.267
H 6.243 -5.044 -1.441
H 1.100 -4.185 -0.649
H -0.258 -2.676 1.619
H -1.170 -1.436 0.742
H -1.156 -4.007 -0.775
H -1.844 -4.156 0.868
H 0.340 -0.006 -0.041
H 2.082 1.361 -2.506
H 1.720 1.667 -0.820
H 4.082 0.006 0.223
H 3.691 1.714 0.744
H 5.234 1.320 0.021
H 4.079 -0.275 -2.854
C -8.668 -3.363 0.229
Cl -10.420 -3.389 0.010
Cl -7.878 -3.730 -1.308
Cl -8.171 -1.754 0.771
Cl -8.201 -4.564 1.440
C 3.707 2.916 -5.154
Cl 1.951 2.958 -5.348
Cl 4.469 2.635 -6.724
Cl 4.253 4.465 -4.502
Cl 4.164 1.621 -4.037
C 5.033 -5.857 2.255
Cl 3.902 -5.486 3.559
Cl 4.974 -7.592 1.902
Cl 4.657 -4.942 0.798
Cl 6.676 -5.390 2.689
C -11.944 -0.109 -1.731
Cl -13.237 -1.162 -1.140
Cl -10.639 -1.090 -2.401
Cl -12.582 0.959 -2.986
Cl -11.312 0.857 -0.390
C 3.100 -8.845 5.858
Cl 2.381 -8.037 7.257
Cl 4.663 -8.113 5.503
Cl 3.313 -10.565 6.212
Cl 2.034 -8.660 4.459
C -13.805 4.707 -2.156
Cl -15.336 3.987 -2.671
Cl -14.064 6.389 -1.694
Cl -13.166 3.803 -0.771
Cl -12.643 4.639 -3.489
C -1.921 2.535 -2.339
Cl -2.363 0.833 -2.441
Cl -3.171 3.521 -3.105
Cl -1.758 3.002 -0.639
Cl -0.379 2.790 -3.166
C 4.320 -4.033 7.740
Cl 4.677 -4.292 9.452
Cl 5.542 -4.842 6.757
Cl 2.716 -4.688 7.371
Cl 4.342 -2.300 7.390
C -12.567 7.590 2.181
Cl -12.250 6.230 1.103
Cl -13.949 8.515 1.563
Cl -12.940 6.993 3.802
Cl -11.144 8.635 2.248
C 9.835 0.068 3.510
Cl 9.722 -1.695 3.509
Cl 8.335 0.754 2.870
Cl 10.088 0.642 5.162
Cl 11.194 0.572 2.494
C 8.109 -7.582 -3.286
Cl 6.616 -8.432 -3.693
Cl 7.708 -5.979 -2.630
Cl 9.004 -8.506 -2.071
Cl 9.101 -7.399 -4.739
C -4.487 3.844 -7.307
Cl -5.263 4.679 -5.956
Cl -2.842 4.458 -7.510
Cl -4.431 2.110 -6.970
Cl -5.412 4.130 -8.786
C -7.774 11.053 1.766
Cl -7.931 10.064 3.225
Cl -8.463 10.186 0.391
Cl -8.637 12.579 1.993
Cl -6.065 11.381 1.456
C -13.157 10.075 -2.846
Cl -12.839 8.727 -3.946
Cl -14.523 11.017 -3.456
Cl -13.535 9.458 -1.227
Cl -11.722 11.102 -2.747
C -7.786 8.757 -3.273
Cl -9.533 8.813 -3.525
Cl -6.973 8.379 -4.797
Cl -7.238 10.330 -2.681
Cl -7.405 7.511 -2.076
C 9.291 1.619 9.046
Cl 9.183 -0.145 9.022
Cl 7.799 2.309 8.397
Cl 9.528 2.175 10.706
Cl 10.659 2.137 8.050
*
```

Computed, not measured: a molecular structure, C39H24AuF5N3O2S2Te at a distorted geometry, with ωB97M-V with the def2-TZVPD basis set.

Summary:
E_HOMO (spin up / spin down) (eV): -3.23 / -3.25
ΔE to the lowest compared entry with this formula, charge and spin (kcal per mole): 127.9
LUMO energy (spin up / spin down) (eV): 0.33 / 0.36

```
! wB97M-V def2-TZVPD RIJCOSX def2/J DEFGRID3
* xyz -1 1
Au 0.337 -0.146 -0.117
S 2.741 -3.512 0.621
C 1.396 -3.608 -0.337
S 0.912 -2.369 -1.412
C 0.547 -4.802 -0.362
C -0.811 -4.628 -0.303
N -1.802 -5.566 -0.573
C 1.122 -6.076 -0.403
N 1.622 -7.113 -0.421
C -7.004 -1.053 0.236
C -5.504 -1.054 0.125
C -4.804 -2.242 0.038
C -3.400 -2.261 0.035
C -2.658 -3.432 -0.125
O -1.315 -3.424 -0.011
C -3.060 -4.805 -0.477
C -4.112 -5.104 -1.436
C -4.612 -6.349 -1.550
C -4.272 -7.374 -0.617
C -3.449 -7.137 0.428
C -2.697 -5.907 0.536
C -2.663 -1.008 0.202
O -1.433 -1.063 0.463
C -3.407 0.208 0.092
C -4.805 0.148 0.108
C -2.740 1.488 -0.014
N -1.462 1.610 -0.036
C -0.829 2.890 -0.225
C -0.704 3.254 -1.697
Te 0.090 1.615 -2.890
C -1.861 0.974 -3.488
C -2.644 1.766 -4.319
C -3.918 1.360 -4.678
C -4.419 0.159 -4.202
C -3.634 -0.642 -3.388
C -2.356 -0.240 -3.041
C -3.634 2.676 -0.162
C -4.232 2.931 -1.392
C -5.024 4.051 -1.566
C -5.230 4.928 -0.513
C -4.665 4.662 0.723
C -3.868 3.542 0.899
H -7.379 -2.074 0.270
H -7.465 -0.538 -0.608
H -7.315 -0.538 1.146
H -5.340 -3.182 0.004
H -4.451 -4.281 -2.044
H -5.360 -6.574 -2.298
H -4.785 -8.321 -0.697
H -3.343 -7.860 1.223
H -2.354 -5.619 1.527
H -5.368 1.071 0.128
H 0.172 2.807 0.210
H -1.363 3.702 0.290
H -0.032 4.104 -1.803
H -1.675 3.514 -2.113
H -2.256 2.710 -4.679
H -4.520 1.982 -5.327
H -5.418 -0.152 -4.470
H -4.021 -1.579 -3.016
H -1.738 -0.868 -2.415
H -4.083 2.237 -2.205
H -5.489 4.232 -2.526
H -5.848 5.804 -0.654
H -4.851 5.325 1.557
H -3.434 3.331 1.866
F 2.659 0.091 -2.453
C 3.171 0.209 -1.206
C 2.326 0.313 -0.110
C 2.970 0.485 1.110
F 2.232 0.634 2.229
C 4.351 0.554 1.249
F 4.920 0.761 2.451
C 5.156 0.434 0.125
F 6.494 0.514 0.230
C 4.557 0.266 -1.115
F 5.319 0.182 -2.220
*
```

Computed, not measured: a molecular structure, C39H24Cl4MoO2P at a distorted geometry, with ωB97M-V with the def2-TZVPD basis set.

Summary:
E_HOMO (spin up / spin down) (eV): -10.55 / -10.55
ΔE to the lowest compared entry with this formula, charge and spin (kcal per mole): 37.9
LUMO energy (spin up / spin down) (eV): -4.65 / -4.65

```
! wB97M-V def2-TZVPD RIJCOSX def2/J DEFGRID3
* xyz 1 1
Mo 1.400 0.436 -0.832
C 0.626 -0.586 6.094
C 1.697 -1.222 5.481
C 1.936 -1.040 4.128
C 1.095 -0.207 3.398
C 0.023 0.439 4.011
C -0.217 0.236 5.360
P 1.288 -0.032 1.605
C 3.025 -0.489 1.266
C 3.966 0.512 1.545
C 5.309 0.270 1.347
C 5.720 -0.964 0.852
C 4.794 -1.961 0.583
C 3.443 -1.731 0.786
C 0.377 -1.459 0.898
C -0.270 -2.485 1.569
C -0.908 -3.464 0.816
C -0.889 -3.409 -0.572
C -0.250 -2.368 -1.240
C 0.364 -1.371 -0.502
H 0.459 -0.724 7.153
H 2.351 -1.867 6.053
H 2.763 -1.540 3.641
H -0.610 1.098 3.428
H -1.057 0.719 5.842
H 3.627 1.471 1.924
H 6.035 1.043 1.559
H 6.771 -1.145 0.670
H 5.123 -2.922 0.211
H 2.719 -2.514 0.593
H -0.264 -2.522 2.652
H -1.418 -4.273 1.321
H -1.395 -4.175 -1.144
H -0.265 -2.320 -2.323
Cl 6.617 0.260 -5.345
C 5.091 0.247 -4.574
C 3.934 0.048 -5.348
Cl 4.053 -0.194 -7.043
C 2.685 0.040 -4.742
Cl 1.240 -0.245 -5.618
C 2.618 0.246 -3.372
O 1.546 0.297 -2.599
C 3.771 0.447 -2.572
O 3.492 0.621 -1.312
C 5.017 0.441 -3.196
Cl 6.431 0.665 -2.246
C -0.451 1.046 -0.931
C -1.660 1.367 -0.942
C -2.998 1.517 -0.872
C -3.648 1.474 0.439
C -3.100 0.726 1.487
C -3.720 0.699 2.720
C -4.868 1.452 2.942
C -5.400 2.221 1.917
C -4.807 2.222 0.667
C -3.787 1.616 -2.098
C -3.316 2.319 -3.211
C -4.041 2.319 -4.388
C -5.219 1.588 -4.483
C -5.689 0.882 -3.383
C -4.992 0.910 -2.190
H -2.202 0.146 1.303
H -3.318 0.082 3.513
H -5.342 1.448 3.914
H -6.281 2.824 2.089
H -5.216 2.831 -0.128
H -2.396 2.884 -3.130
H -3.691 2.892 -5.235
H -5.773 1.568 -5.411
H -6.602 0.306 -3.456
H -5.349 0.349 -1.336
*
```

- What is the formula in the first record?
  C39H22Cl64F3NOS

- Which of these has the highest ΔE to the lowest compared entry with this formula, charge and spin?
  C39H24AuF5N3O2S2Te

- Number 3 is which compound?
  C39H24Cl4MoO2P

- What is the ΔE to the lowest compared entry with this formula, charge and spin in the second record?
  127.9 kcal per mole